Record 1
{"formula": "C20H23NO8S", "method": "ωB97M-V with the def2-TZVPD basis set", "elements": ["C", "O", "C", "O", "C", "C", "C", "C", "O", "C", "O", "C", "C", "C", "C", "O", "C", "C", "S", "O", "O", "N", "C", "C", "C", "C", "C", "O", "C", "C", "H", "H", "H", "H", "H", "H", "H", "H", "H", "H", "H", "H", "H", "H", "H", "H", "H", "H", "H", "H", "H", "H", "H"], "coordinates": [[2.710839, 2.959198, 1.572975], [1.440551, 2.366929, 1.801457], [0.508581, 2.626782, 0.884930], [0.647384, 3.416705, -0.020190], [-0.715599, 1.852816, 1.120976], [-0.823377, 0.648907, 1.871947], [-2.110105, 0.230055, 1.732813], [-2.771951, -0.988252, 2.282732], [-3.595669, -1.772907, 1.429124], [-3.611571, -1.847196, 0.087789], [-4.475629, -2.517488, -0.414963], [-2.630747, -1.096411, -0.743566], [-3.133337, -0.371128, -1.826797], [-2.286697, 0.377147, -2.601535], [-0.899421, 0.432633, -2.354388], [-0.260600, 1.266118, -3.179143], [1.058162, 1.740143, -2.962324], [-0.394317, -0.377195, -1.330714], [1.356126, -0.586691, -0.963095], [1.860946, 0.606886, -0.342555], [2.014947, -1.037074, -2.160780], [1.349563, -1.809709, 0.192987], [2.203872, -1.586742, 1.349222], [3.450033, -2.422198, 1.067781], [2.845410, -3.678687, 0.440972], [1.620551, -3.149058, -0.324900], [-1.260142, -1.121053, -0.542980], [-2.809161, 1.113554, 0.978010], [-1.961570, 2.081050, 0.585261], [-2.461463, 3.166055, -0.289155], [3.299958, 2.775618, 2.468042], [2.604029, 4.030702, 1.391435], [3.169893, 2.490006, 0.700738], [-0.033311, 0.172739, 2.411689], [-3.449916, -0.709487, 3.101046], [-1.987872, -1.636133, 2.693665], [-4.193687, -0.391432, -2.024816], [-2.656508, 0.964196, -3.427492], [1.217935, 2.470107, -3.754927], [1.143470, 2.229280, -1.990401], [1.796305, 0.942999, -3.041242], [2.395063, -0.520623, 1.449165], [1.683347, -1.955123, 2.240616], [4.029621, -2.631102, 1.964277], [4.078207, -1.901702, 0.344164], [3.540308, -4.193776, -0.217863], [2.528968, -4.370030, 1.222950], [1.816099, -3.067678, -1.395130], [0.740606, -3.781443, -0.175180], [-0.827702, -1.737870, 0.227251], [-3.252591, 3.725487, 0.208586], [-2.870940, 2.743291, -1.205743], [-1.636910, 3.828810, -0.532704]], "atomic_forces_ev_per_a": [[0.2, 0.2, -0.2], [-0.2, -0.2, 0.3], [-0.4, 0.3, -0.2], [0.2, 0.1, 0.0], [-0.6, 0.0, -0.1], [-0.8, -0.1, 0.0], [0.9, -0.2, 0.5], [0.0, 0.4, 0.3], [-0.1, -0.2, 0.1], [-0.2, -0.3, -0.4], [0.1, 0.2, 0.0], [0.3, 0.0, -0.3], [0.2, -0.1, 0.2], [0.3, 0.0, 0.0], [-0.5, 0.0, -0.2], [-0.3, -0.2, -0.2], [0.5, 0.3, 0.0], [0.8, -0.2, 0.2], [-0.3, -0.2, 0.1], [0.0, -0.1, 0.2], [-0.2, -0.2, 0.1], [0.1, 1.0, -0.8], [0.4, 0.3, 0.5], [-0.2, 0.0, 0.0], [0.0, 0.1, 0.0], [-0.2, -0.7, -0.5], [-0.7, -0.2, 0.0], [-0.3, 0.0, 0.1], [1.0, 0.5, 0.0], [-0.1, -0.2, 0.1], [0.0, 0.0, 0.0], [0.1, -0.1, 0.1], [0.0, 0.1, 0.1], [0.2, -0.2, 0.1], [0.2, -0.1, -0.1], [-0.1, 0.2, 0.0], [-0.1, 0.0, 0.0], [0.0, 0.1, -0.1], [0.0, -0.1, 0.1], [-0.1, 0.0, -0.1], [-0.1, 0.1, -0.1], [0.0, -0.1, 0.2], [0.0, 0.1, 0.0], [0.1, 0.0, 0.0], [0.1, 0.0, 0.0], [0.0, -0.1, 0.0], [0.0, 0.0, 0.0], [0.0, -0.2, 0.1], [0.1, 0.0, -0.1], [-0.1, 0.0, 0.1], [-0.1, 0.0, 0.0], [0.0, 0.0, -0.1], [0.0, 0.0, 0.0]], "nbo_charge": [-0.264, -0.505, 0.815, -0.622, -0.274, -0.255, 0.235, -0.104, -0.496, 0.786, -0.556, -0.211, -0.120, -0.272, 0.356, -0.479, -0.281, -0.362, 2.318, -0.964, -0.944, -0.689, -0.229, -0.416, -0.416, -0.241, -0.160, -0.410, 0.395, -0.680, 0.192, 0.198, 0.204, 0.238, 0.213, 0.200, 0.236, 0.235, 0.197, 0.218, 0.205, 0.248, 0.187, 0.220, 0.211, 0.224, 0.204, 0.239, 0.198, 0.246, 0.231, 0.236, 0.264], "total_charge": 0, "de_lowest_kj_mol": 173.2, "smiles": "COC(=O)c1cc(COC(=O)c2ccc(OC)c(S(=O)(=O)N3CCCC3)c2)oc1C"}

=====

Record 2
{"formula": "C37H42N2O6", "method": "ωB97M-V with the def2-TZVPD basis set", "elements": ["C", "O", "C", "C", "C", "C", "C", "C", "C", "C", "C", "N", "C", "C", "C", "C", "C", "C", "C", "C", "C", "O", "N", "C", "C", "C", "C", "C", "C", "C", "C", "C", "C", "C", "C", "O", "O", "C", "C", "C", "O", "C", "O", "C", "C", "H", "H", "H", "H", "H", "H", "H", "H", "H", "H", "H", "H", "H", "H", "H", "H", "H", "H", "H", "H", "H", "H", "H", "H", "H", "H", "H", "H", "H", "H", "H", "H", "H", "H", "H", "H", "H", "H", "H", "H", "H", "H"], "coordinates": [[4.113815, -2.577405, -3.954417], [4.262241, -2.979244, -2.581708], [3.401244, -2.524082, -1.632539], [3.595579, -3.056993, -0.332878], [2.780316, -2.660421, 0.704568], [1.759070, -1.713649, 0.537213], [0.797985, -1.418702, 1.682632], [0.999907, -0.035011, 2.333299], [0.230459, 0.324642, 3.528004], [-1.071543, -0.450342, 3.697900], [-2.037451, -0.660136, 2.765320], [-3.242123, -1.320383, 2.936578], [-3.741735, -2.236353, 1.914312], [-3.815864, -1.590644, 0.526375], [-4.524982, -2.450599, -0.497971], [-5.488317, -1.878997, -1.334790], [-6.205945, -2.684008, -2.222628], [-5.918717, -4.052023, -2.315954], [-4.914543, -4.610923, -1.515022], [-4.209033, -3.808573, -0.615052], [-5.090131, -2.670263, 2.488786], [-5.941729, -3.378060, 1.959210], [-5.196865, -2.098078, 3.730113], [-6.289986, -2.472408, 4.601128], [-3.957091, -1.500432, 4.215213], [-4.267292, -0.167558, 4.915614], [-3.251063, -2.487475, 5.162246], [0.867275, 0.445313, 4.972224], [2.173553, 0.132207, 5.373062], [2.616698, 0.393127, 6.674155], [1.759611, 0.859189, 7.664803], [2.250452, 1.127678, 9.063046], [0.420396, 1.054186, 7.308446], [0.004644, 0.907204, 5.987512], [0.581373, 0.994733, 1.272582], [-0.458514, 0.887152, 0.637761], [1.294396, 2.147496, 1.174044], [2.705078, 2.198944, 1.443524], [3.482742, 1.780943, 0.208269], [3.084081, 3.604854, 1.865749], [2.981445, 1.357417, 2.588586], [2.499628, 0.076721, 2.497992], [3.240676, -0.877157, 2.676498], [1.575772, -1.170815, -0.743045], [2.387591, -1.556425, -1.826132], [4.876344, -3.157158, -4.475207], [3.116515, -2.824324, -4.339749], [4.311845, -1.505283, -4.065699], [4.387734, -3.793227, -0.196497], [2.954238, -3.108154, 1.683419], [-0.224541, -1.464020, 1.305989], [0.952884, -2.171128, 2.465292], [-0.095976, 1.385113, 3.365044], [-1.287381, -0.780784, 4.708927], [-1.857227, -0.295965, 1.753472], [-3.088206, -3.131660, 1.863619], [-4.328871, -0.618103, 0.620011], [-2.784325, -1.387257, 0.181604], [-5.687228, -0.806998, -1.249955], [-6.990149, -2.239471, -2.836992], [-6.474055, -4.682778, -3.011259], [-4.679826, -5.674196, -1.574900], [-3.425011, -4.231492, 0.018163], [-7.099787, -2.867471, 3.981845], [-5.987632, -3.242160, 5.325983], [-6.643894, -1.597805, 5.155106], [-5.014779, 0.382212, 4.328081], [-4.679968, -0.378649, 5.909934], [-3.368016, 0.447290, 5.021103], [-3.409328, -3.516700, 4.813280], [-2.175684, -2.314860, 5.220922], [-3.678045, -2.372380, 6.167083], [2.886306, -0.338478, 4.708539], [3.656494, 0.220104, 6.950599], [1.419641, 1.276656, 9.759235], [2.863989, 0.304435, 9.440108], [2.878481, 2.024290, 9.099920], [-0.292578, 1.336288, 8.085924], [-1.035331, 1.146979, 5.728065], [3.210178, 0.777362, -0.133087], [3.247476, 2.501217, -0.586384], [4.555626, 1.824449, 0.429929], [2.560565, 3.871364, 2.785070], [4.162902, 3.653985, 2.041695], [2.812444, 4.296666, 1.066488], [0.759399, -0.469546, -0.907495], [2.229911, -1.128837, -2.822053]], "atomic_forces_ev_per_a": [[0.0, -0.1, 0.7], [-0.2, 0.1, -0.4], [-0.5, 0.7, 0.7], [-0.1, 0.2, -0.9], [0.1, -0.2, 0.0], [-0.3, -0.2, -0.7], [0.0, -0.4, 0.1], [2.2, -0.7, -3.3], [-2.0, 1.7, 3.2], [-1.3, -0.4, -0.3], [1.0, 0.0, 0.5], [-0.5, 0.3, 0.3], [0.3, 0.0, 0.1], [0.1, 0.2, -0.2], [0.2, 0.0, -0.1], [0.0, -0.4, 0.2], [0.2, -0.2, 0.0], [0.1, 0.2, 0.2], [0.1, 0.3, 0.1], [-0.4, 0.1, -0.3], [-0.7, -0.1, -0.1], [1.0, 0.7, 0.5], [-0.3, -0.5, -0.6], [0.0, 0.1, 0.3], [0.4, 0.0, -0.2], [0.0, -0.1, -0.2], [-0.1, -0.1, 0.2], [0.1, -0.3, 0.0], [-0.1, 0.1, 0.0], [-0.2, 0.0, 0.1], [-0.3, -0.1, -0.2], [0.0, 0.0, 0.1], [0.2, 0.1, -0.1], [-0.1, 0.0, -0.2], [-1.5, 0.6, -0.9], [1.8, 0.3, 0.9], [-0.2, -0.1, -0.3], [0.1, -0.2, 0.8], [0.0, 0.0, 0.0], [-0.3, -0.1, 0.0], [0.1, -0.3, -0.9], [1.8, -1.0, 1.1], [-1.2, 2.1, -0.1], [0.2, -0.5, 0.2], [0.6, -0.5, -0.1], [-0.2, 0.2, -0.1], [0.2, 0.1, 0.1], [-0.1, -0.1, 0.0], [-0.2, 0.2, 0.0], [-0.2, 0.2, -0.2], [0.2, -0.2, 0.2], [-0.3, 0.1, -0.2], [0.3, -0.6, 0.2], [0.3, 0.1, -0.2], [-0.2, -0.2, 0.2], [-0.3, 0.2, 0.0], [0.2, -0.3, 0.0], [-0.4, 0.0, 0.1], [-0.1, -0.4, -0.1], [0.2, -0.2, 0.1], [0.1, 0.2, 0.2], [-0.1, 0.3, -0.1], [-0.3, 0.0, -0.2], [0.2, 0.1, 0.1], [-0.1, 0.1, -0.2], [0.0, -0.1, -0.1], [0.3, -0.1, 0.1], [0.1, 0.2, -0.2], [-0.1, -0.2, 0.0], [0.1, 0.2, 0.1], [-0.2, 0.0, 0.0], [0.2, -0.3, -0.2], [-0.1, 0.2, 0.1], [-0.2, -0.1, -0.2], [0.1, 0.0, -0.1], [-0.1, 0.0, -0.1], [-0.1, -0.1, -0.1], [0.1, 0.1, -0.3], [0.4, -0.1, 0.2], [0.1, 0.1, 0.1], [0.1, -0.2, 0.1], [-0.3, -0.1, -0.1], [0.0, 0.0, -0.1], [-0.2, -0.1, -0.1], [0.0, 0.0, 0.1], [0.2, -0.1, -0.1], [0.0, -0.1, 0.5]], "mulliken_charge": [-0.803, -0.453, 0.834, -1.024, -0.004, 0.006, -0.560, 3.042, 1.667, -1.679, -1.143, 0.449, 0.654, -0.820, 0.606, -0.431, -0.575, -0.447, -0.659, -0.152, 0.090, -0.702, 0.239, -1.059, 0.384, -1.498, -1.407, -0.307, -0.041, -1.117, 1.060, -1.388, -1.069, -0.634, -0.580, -0.554, -0.268, 1.494, -1.093, -1.786, -0.259, -2.067, -0.508, -0.460, -0.839, 0.244, 0.323, 0.319, 0.407, 0.382, 0.225, 0.635, 0.243, 0.800, 1.474, 0.031, 0.402, 0.220, 0.354, 0.370, 0.358, 0.363, 0.319, 0.367, 0.329, 0.301, 0.360, 0.459, 0.141, 0.431, 0.251, 0.431, 0.574, 0.406, 0.347, 0.350, 0.292, 0.281, 0.353, -0.038, 0.432, 0.384, 0.435, 0.366, 0.378, 0.394, 0.366], "total_charge": 0, "de_lowest_kj_mol": 52.9, "smiles": "COc1ccc(CC2([C@@H](/C=C/N3[C@H](Cc4ccccc4)C(=O)N(C)C3(C)C)c3ccc(C)cc3)C(=O)OC(C)(C)OC2=O)cc1"}

=====

Record 3
{"formula": "C4H9Br2F2O2PS", "method": "ωB97M-V with the def2-TZVPD basis set", "elements": ["C", "C", "F", "P", "S", "O", "O", "F", "H", "H", "H", "H", "H", "Br", "C", "C", "Br", "H", "H", "H", "H"], "coordinates": [[3.268245, 1.507539, 1.194978], [1.857479, 1.250641, 0.702119], [1.586052, -0.104698, 0.769108], [0.636118, 2.139513, 1.818889], [-1.178141, 1.287709, 1.043492], [-2.224292, 2.250175, 1.085766], [-1.329120, -0.018618, 1.586380], [-0.861522, 1.069563, -0.498581], [3.479323, 0.829132, 2.021723], [3.997493, 1.342182, 0.402924], [3.385187, 2.531756, 1.557710], [1.728233, 1.555902, -0.335551], [0.515569, 3.300059, 1.023616], [-1.835801, -2.330482, -3.787361], [-2.444974, -2.088471, -1.957444], [-1.373482, -2.409820, -0.950474], [-1.062057, -4.321077, -0.790599], [-3.319084, -2.720728, -1.837161], [-2.732204, -1.042730, -1.873016], [-1.672526, -2.066456, 0.037204], [-0.420499, -1.961094, -1.213725]], "atomic_forces_ev_per_a": [[0.0, 0.0, 0.0], [0.1, 0.1, 0.0], [0.0, -0.2, 0.0], [0.1, 0.0, 0.1], [-0.1, -0.1, 0.0], [0.0, 0.0, 0.0], [-0.1, 0.0, -0.1], [0.0, 0.0, 0.0], [0.0, 0.1, 0.0], [0.0, -0.1, 0.0], [0.0, 0.0, -0.1], [-0.1, 0.0, 0.0], [0.0, 0.0, 0.0], [0.0, 0.0, 0.0], [0.0, 0.0, 0.0], [0.0, 0.0, 0.1], [0.0, 0.0, 0.0], [0.0, 0.0, 0.0], [0.0, 0.0, 0.0], [0.0, 0.0, 0.0], [0.0, 0.0, 0.0]], "nbo_charge": [-0.659, -0.036, -0.356, 0.335, 2.131, -0.895, -0.903, -0.500, 0.239, 0.234, 0.220, 0.195, -0.002, -0.019, -0.446, -0.453, -0.018, 0.230, 0.229, 0.245, 0.230], "total_charge": 0, "smiles": "C[C@@H](F)PS(=O)(=O)F.BrCCBr"}

=====

Record 4
{"formula": "C20H27F3N2O3", "method": "ωB97M-V with the def2-TZVPD basis set", "elements": ["C", "O", "C", "C", "C", "C", "C", "C", "N", "C", "O", "C", "C", "C", "C", "C", "C", "N", "C", "O", "C", "C", "C", "F", "F", "F", "C", "C", "H", "H", "H", "H", "H", "H", "H", "H", "H", "H", "H", "H", "H", "H", "H", "H", "H", "H", "H", "H", "H", "H", "H", "H", "H", "H", "H"], "coordinates": [[0.731176, 4.854147, 3.963269], [2.103355, 4.625244, 3.532403], [2.385682, 3.485743, 3.134594], [3.821605, 3.416865, 2.916118], [4.252907, 2.229470, 2.350342], [3.337589, 1.037119, 2.313170], [1.973902, 1.280611, 2.432589], [0.811374, 0.292397, 1.980688], [0.181671, 0.640499, 0.918937], [-1.250367, 1.016890, 1.123125], [-1.690501, 0.735033, 2.410261], [-2.127700, 1.290485, 0.032457], [-2.096087, 0.144171, -0.992298], [-2.763336, -1.048864, -0.463451], [-3.901241, -1.841814, -1.365775], [-2.905641, -2.319693, -2.517391], [-1.969963, -3.511598, -1.889644], [-1.089934, -2.444615, -1.333157], [0.119714, -2.417717, -1.370933], [0.647676, -1.832262, -0.369616], [0.881459, -2.809005, -2.746071], [2.083380, -2.188676, -2.774146], [2.008447, -0.674984, -3.423609], [1.292558, -0.574904, -4.587990], [3.127183, -0.101548, -3.508223], [1.051301, 0.103940, -2.494362], [-1.753082, -2.156423, 0.140830], [1.343676, 2.584695, 2.838532], [0.613162, 5.864197, 4.258760], [0.061605, 4.790349, 3.079747], [0.246709, 4.080437, 4.695088], [4.427889, 4.093340, 3.184627], [5.522130, 2.004479, 2.202029], [3.824301, 0.322277, 1.648572], [1.531851, -0.666747, 1.549890], [0.413918, -0.000284, 2.784176], [0.589445, 0.788986, 0.103828], [-1.468590, 2.137941, -0.434033], [-2.918864, 1.691757, 0.135951], [-1.226335, 0.026140, -1.485485], [-2.611578, 0.560886, -1.756911], [-3.406686, -0.620394, 0.309978], [-4.370467, -1.025688, -1.625435], [-4.420564, -2.395440, -0.812785], [-2.673647, -1.540808, -3.062113], [-3.706736, -2.722160, -3.250285], [-1.458529, -3.793299, -2.833378], [-2.706072, -4.176632, -1.552987], [0.939008, -3.923160, -2.469860], [0.053329, -2.447129, -3.584856], [2.569784, -2.023113, -1.787954], [2.918727, -2.700873, -3.621462], [-1.243780, -1.707071, 0.706658], [-2.558110, -2.976396, 0.552732], [0.451295, 2.543201, 2.814856]], "atomic_forces_ev_per_a": [[-1.1, -1.7, -0.9], [-3.4, 6.8, 3.8], [0.2, -3.5, -2.1], [-5.1, -8.1, -3.0], [2.1, -2.0, 1.8], [1.1, 3.3, -1.9], [-2.1, 1.3, -0.3], [13.0, -2.9, -2.0], [-11.4, 3.5, 0.1], [1.8, -4.4, 8.7], [1.9, 2.1, -6.8], [13.1, -2.5, -4.3], [-1.6, 0.9, 1.9], [-2.4, -2.9, 2.5], [11.3, 3.8, -3.1], [-7.9, -7.2, 1.8], [0.7, 6.5, -6.9], [-10.2, -5.1, 5.9], [9.6, 3.2, 1.6], [1.7, -1.4, -2.5], [-8.2, -2.7, 1.9], [8.0, 4.3, -4.2], [-5.3, -1.9, 2.5], [1.3, -0.4, 0.8], [1.5, 1.2, -0.1], [2.5, -1.2, -1.8], [-11.1, -4.5, -10.8], [16.8, -3.5, -0.6], [0.4, 0.8, 0.8], [0.4, -0.2, 0.1], [1.6, 1.3, -1.0], [4.0, 5.4, 1.8], [-4.1, 0.8, 0.2], [-0.9, -0.9, 0.7], [-1.8, 1.8, 1.6], [-4.2, -2.2, 5.6], [2.2, 0.6, -4.4], [-1.2, -1.0, 0.0], [-10.7, 4.5, 2.3], [3.6, -0.7, -0.8], [-2.5, 1.1, -2.7], [0.2, -0.5, 0.8], [-3.3, 3.8, -2.1], [-3.9, -5.3, 4.2], [2.9, 4.0, -2.1], [1.2, -0.4, 0.5], [-0.3, -1.0, 0.9], [0.1, -1.1, 2.0], [0.0, 1.2, -1.6], [2.4, -1.6, 1.8], [-0.2, -0.3, -0.6], [-2.3, 1.2, 2.7], [8.0, 5.3, 8.3], [3.0, 1.4, -1.1], [-11.6, 0.6, 0.3]], "nbo_charge": [-0.281, -0.471, 0.387, -0.302, -0.122, -0.341, 0.068, -0.200, -0.579, 0.651, -0.683, -0.439, -0.414, -0.200, -0.365, -0.376, -0.260, -0.426, 0.683, -0.691, -0.533, -0.471, 1.005, -0.334, -0.272, -0.433, -0.124, -0.358, 0.202, 0.180, 0.205, 0.205, 0.201, 0.217, 0.175, 0.229, 0.402, 0.216, 0.202, 0.228, 0.212, 0.205, 0.193, 0.183, 0.201, 0.179, 0.213, 0.243, 0.258, 0.255, 0.284, 0.217, 0.178, 0.207, 0.190], "total_charge": 0, "smiles": "COc1cccc(CNC(=O)CC[C@H]2CCCN(C(=O)CCC(F)(F)F)C2)c1"}

=====

Calculated values (eV) of energy for the records, taken in order: -49817.2146; -54315.4656; -174032.2136; -38436.0593.
Calculated values (hartree) of gap between HOMO and LUMO for the records, taken in order: 0.330; 0.311; 0.364; 0.305.
Calculated values (g/mol) of molecular weight for the records, taken in order: 437.5; 610.8; 350.0; 400.4.